Entry 1:
66
Properties=species:S:1:pos:R:3 method="wB97M-V/def2-TZVPD" total_energy_ha=-1261.59101 homo_lumo_gap_ev=9.47 smiles=BCCc1ccccc1.COCCOCCOC.COCCOCCOC homo_ev=-9.03
O 0.878 4.865 -3.443
O -0.114 1.109 2.841
O 0.032 -0.617 6.292
O 3.435 3.203 -3.032
O 1.234 1.078 -3.563
O -0.956 -1.758 3.602
C -2.475 -3.967 -1.647
C 2.860 3.730 -4.216
C 1.225 -0.108 -4.329
C 0.525 -2.554 -1.055
C -4.385 -3.494 -0.205
C 0.339 -1.859 5.687
C -0.310 -0.757 7.651
C 2.265 1.103 -2.594
C -1.955 -2.662 -1.429
C -0.634 -2.246 -2.015
C -1.308 0.416 2.526
C 2.156 5.051 -4.022
C 0.349 6.060 -2.920
C -2.667 -1.788 -0.584
C 0.336 -1.741 4.181
C 2.566 2.517 -2.150
C -3.875 -2.193 0.030
C -1.692 -0.547 3.622
C -3.677 -4.378 -1.030
C 0.496 1.673 1.703
B 0.612 -4.085 -0.768
H 0.838 0.900 1.003
H -0.524 0.238 8.037
H 0.515 -4.557 0.321
H -2.289 -0.793 -0.404
H 0.227 6.822 -3.699
H -0.466 -2.799 -2.936
H -0.194 2.344 1.176
H 1.455 -2.256 -1.548
H 2.188 3.009 -4.688
H -1.184 -0.144 1.595
H -4.056 -5.366 -1.230
H 0.840 -4.822 -1.686
H 0.831 -2.631 3.784
H -0.395 -2.618 5.986
H -0.628 5.827 -2.500
H 2.098 -0.171 -4.988
H 3.186 0.661 -2.995
H -2.727 -0.847 3.443
H 0.513 -1.192 8.231
H 0.990 6.468 -2.129
H -5.312 -3.801 0.248
H 0.326 -0.080 -4.942
H 3.705 3.905 -4.884
H 0.429 -1.968 -0.151
H 1.356 2.249 2.040
H -1.947 -4.641 -2.305
H 1.192 -1.002 -3.696
H 1.950 0.509 -1.722
H 1.647 3.077 -1.960
H -1.198 -1.387 7.775
H 0.903 -0.861 3.870
H -2.125 1.139 2.381
H 2.773 5.692 -3.380
H 1.333 -2.194 6.015
H -4.415 -1.511 0.666
H -0.645 -1.185 -2.243
H 3.127 2.449 -1.215
H -1.634 -0.057 4.597
H 2.051 5.544 -4.999



Entry 2:
13
Properties=species:S:1:pos:R:3 method="wB97M-V/def2-TZVPD" total_energy_ha=-340.68694 relative_energy_ev=2.938 homo_lumo_gap_ev=11.22 homo_ev=-10.82
O 0.028 -0.476 0.359
N -1.372 -2.270 0.578
N -2.055 -0.249 -0.585
C 0.456 0.710 -0.336
C -1.792 -2.054 1.680
C 1.910 0.931 0.018
C -1.193 -0.891 0.064
H 2.513 0.066 -0.275
H 0.307 0.535 -1.405
H -0.181 1.549 -0.040
H -2.935 -0.754 -0.641
H 2.286 1.812 -0.511
H 2.030 1.092 1.093



Entry 3:
77
Properties=species:S:1:pos:R:3 method="wB97M-V/def2-TZVPD" total_charge=+1 total_energy_ha=-1947.23128 homo_lumo_gap_ev=5.04 homo_ev=-10.53
O 0.926 4.596 -0.792
O 2.766 0.844 0.609
O 2.364 0.126 -2.897
O -3.355 1.073 -4.119
O 1.352 4.030 4.544
O -1.446 6.254 -1.264
O 0.578 -4.847 2.366
O -1.166 -3.771 0.624
O 3.588 -3.184 -2.099
O 3.688 -0.494 3.191
O -1.884 -0.865 -0.195
O -2.550 1.688 2.722
N -2.875 -0.599 2.733
N 1.924 -4.539 -1.346
N 0.828 1.637 -3.590
N -2.611 0.569 4.670
N -0.731 3.144 4.297
N 1.469 -2.407 -1.866
N 0.950 2.485 2.931
N 2.820 2.399 -2.898
N -2.328 0.140 -5.873
N -1.761 -0.472 -3.719
C -1.582 -4.994 1.241
C -0.661 -0.177 -0.269
C -2.605 0.599 3.317
C -1.416 4.890 -1.571
C 2.425 -3.371 -1.772
C 3.869 -1.023 1.885
C -0.270 -5.726 1.614
C 0.581 3.262 3.958
C 2.738 -0.537 0.960
C 2.039 1.298 -3.137
C -2.548 0.246 -4.553
C -0.422 4.237 -0.627
Li -3.975 -0.584 -0.302
Li -2.610 -2.931 -0.724
H 2.606 -5.277 -1.472
H 1.904 2.483 2.612
H -0.320 -6.651 2.193
H -3.029 -1.230 3.502
H 2.768 -1.231 0.115
H -2.338 -4.832 2.015
H 3.730 -2.105 1.937
H 1.067 -4.796 -0.901
H -2.909 1.336 5.248
H -1.221 3.845 4.819
H 0.220 -6.121 0.722
H -1.122 4.730 -2.615
H -0.755 4.475 0.388
H -1.720 -0.564 -6.254
H 3.751 2.242 -2.557
H -0.451 0.549 0.525
H -0.703 -3.253 1.298
H 1.070 5.545 -0.725
H 4.865 -0.844 1.479
H 0.393 -5.134 3.266
H 0.152 0.917 -3.775
H -2.222 -5.547 0.546
H -0.451 0.142 -1.293
H -1.847 -0.199 -2.753
H 0.509 2.589 -3.576
H -2.390 4.439 -1.355
H 1.767 -0.683 1.444
H 0.494 -2.368 -1.666
H 0.259 1.910 2.485
H -0.439 3.154 -0.769
H -2.601 -0.312 5.154
H 2.317 3.266 -2.897
H -2.970 0.653 -6.452
H -2.219 6.738 -1.557
H -1.133 -1.209 -3.990
H 1.866 -1.522 -2.189
H 4.394 0.133 3.367
H -1.315 2.433 3.861
H 2.154 1.043 -0.104
H 0.191 -0.820 -0.003
H -2.433 -0.922 1.877



Entry 4:
116
Properties=species:S:1:pos:R:3 method="wB97M-V/def2-TZVPD" total_energy_ha=-5819.27037 relative_energy_ev=1.399 homo_lumo_gap_ev="5.88 / 2.65" spin_multiplicity=2 homo_ev="-7.30 / -7.30"
I -0.485 6.233 0.013
I -0.289 3.431 -0.216
Ti 0.280 0.884 0.967
Cl 4.112 -1.894 -0.257
Cl 2.935 -3.414 4.824
S -0.608 -0.821 3.986
Si -0.046 1.122 -2.243
O -1.217 -0.775 0.778
O -0.458 1.394 -0.617
O -0.765 2.212 -3.193
O -0.572 -0.403 -2.379
O 0.949 -0.925 0.737
O -0.184 -2.087 3.435
O 2.877 1.714 1.170
O 1.526 1.218 -2.528
O -0.263 -0.525 5.340
O 1.815 1.550 0.253
N -6.474 -0.279 3.452
N 1.011 2.211 2.454
N -6.488 0.243 -0.004
N -0.216 0.401 2.944
N -2.241 1.872 1.455
N 1.915 0.590 3.950
N 2.370 -3.260 1.962
C -4.388 0.367 4.482
C -2.411 1.984 -4.911
C 3.645 -2.798 2.292
C 2.970 1.441 4.163
C 6.216 -1.976 3.100
C 4.558 -2.232 1.382
C 1.415 -5.661 -1.342
C -4.581 1.587 1.115
C 2.979 -4.869 0.287
C -3.078 -1.644 3.081
C 2.032 -3.987 0.822
C 2.363 2.632 2.193
C -5.117 -0.487 3.645
C -0.001 -0.917 -4.722
C 2.214 2.366 -4.559
C -2.512 2.837 2.335
C 1.204 -1.998 -2.819
C 5.320 -2.465 4.033
C -2.365 -0.774 3.888
C 3.830 1.253 -2.988
C -4.448 -1.502 2.957
C -2.075 4.134 -3.681
C 2.550 2.067 -3.102
C 5.826 -1.840 1.783
C -2.094 2.617 -3.564
C 0.748 -3.931 0.241
C 2.682 -5.687 -0.784
C -3.105 2.164 -2.516
C -3.253 1.255 0.859
C 3.237 2.496 3.371
C -3.798 3.248 2.630
C -5.639 0.849 0.483
C -0.383 -3.013 0.680
C 0.472 -4.794 -0.820
C 0.962 1.068 3.200
C -0.137 -1.447 -3.297
C -4.860 2.614 2.012
C 2.697 3.374 -2.333
C -1.227 -2.505 -3.246
C 4.055 -2.849 3.637
C -0.201 -1.506 0.737
C -3.018 0.233 4.590
H 3.598 3.887 -2.672
H 1.176 -2.185 -1.747
H -0.961 -3.360 -3.869
H 3.992 0.978 -1.944
H -1.651 3.318 2.789
H 4.098 3.139 3.496
H -6.966 0.244 4.154
H 0.708 -0.088 -4.756
H 2.957 3.050 -4.972
H -4.907 1.145 5.033
H 4.683 1.834 -3.343
H 1.994 -1.268 -3.006
H -5.015 -2.175 2.323
H 2.359 3.642 1.776
H -3.070 4.509 -3.928
H -2.928 2.674 -1.564
H -4.118 2.405 -2.842
H -0.963 -0.571 -5.106
H 1.842 4.031 -2.510
H -2.554 -2.437 2.561
H 1.635 -3.011 2.606
H 3.435 -6.364 -1.170
H 3.958 -4.918 0.748
H -3.345 2.384 -5.309
H -2.513 0.903 -4.803
H 2.211 1.452 -5.154
H -0.691 -3.263 1.695
H 1.159 -6.309 -2.172
H -1.371 -2.845 -2.220
H -0.520 -4.776 -1.257
H 6.495 -1.406 1.050
H -2.171 -2.084 -3.603
H -1.755 4.584 -2.740
H -3.036 1.083 -2.367
H 0.363 -1.715 -5.371
H -3.964 4.052 3.335
H -7.000 -1.021 3.022
H -1.378 4.445 -4.463
H 3.753 0.338 -3.579
H -1.244 -3.167 0.033
H -3.007 0.476 0.147
H -5.884 2.889 2.220
H 5.599 -2.556 5.075
H 1.448 -2.933 -3.327
H 3.597 1.185 5.012
H -1.606 2.191 -5.618
H -2.436 0.886 5.231
H 7.212 -1.677 3.404
H 1.231 2.833 -4.626
H 2.791 3.177 -1.266



Entry 5:
32
Properties=species:S:1:pos:R:3 method="wB97M-V/def2-TZVPD" total_energy_ha=-14661.41849 homo_lumo_gap_ev="7.00 / 6.95" spin_multiplicity=3 homo_ev="-7.16 / -8.09"
Pt -0.376 -0.179 -1.299
Br -0.854 0.222 4.090
Br 0.784 -2.198 5.690
Br 2.627 -4.175 0.647
Br 2.501 -4.413 3.970
As 0.673 1.917 -1.048
Cl -4.134 -1.716 -4.605
Cl -5.360 -0.830 -2.137
Cl -4.619 -3.610 -2.465
O 1.050 -1.808 -0.266
O -0.534 -0.110 1.137
N -1.836 -1.452 -1.869
C -2.877 -1.648 -2.300
C 0.142 -1.088 3.174
C 1.642 -2.967 1.700
C 1.939 2.559 -2.359
C -4.202 -1.945 -2.856
C 0.130 -0.982 1.742
C 0.827 -2.083 3.815
C -0.667 3.313 -1.081
C 1.583 -3.047 3.063
C 0.957 -1.932 0.974
C 1.584 2.308 0.607
H -1.413 3.093 -0.319
H 1.511 2.474 -3.356
H -1.150 3.328 -2.056
H 2.503 1.727 0.666
H 2.181 3.601 -2.149
H 1.817 3.371 0.645
H 2.843 1.956 -2.312
H 0.935 2.033 1.437
H -0.209 4.281 -0.881



Entry 6:
30
Properties=species:S:1:pos:R:3 method="wB97M-V/def2-TZVPD" total_charge=+1 total_energy_ha=-1001.36596 homo_lumo_gap_ev="4.61 / 4.56" homo_ev="-9.11 / -9.07"
Hf 0.066 0.098 0.135
P 2.069 -1.184 -0.863
O 2.234 -0.514 6.942
N 0.422 -0.479 2.244
N 1.917 -2.728 6.570
C 0.887 0.502 3.081
C -0.833 0.371 -2.009
C 1.371 0.184 4.342
C -0.346 1.660 -1.568
C -1.895 -0.039 -1.099
C 1.403 -1.149 4.790
C 1.884 -1.422 6.186
C 0.497 -1.792 2.639
C 1.001 -2.144 3.885
C -1.138 2.068 -0.428
C -2.128 1.051 -0.180
H -1.097 3.048 0.046
H 2.715 -1.029 -2.132
H 1.730 1.004 4.966
H 2.009 -2.629 -0.869
H 1.078 -3.211 4.121
H -0.548 -0.140 -2.926
H -2.962 1.137 0.519
H 0.378 2.288 -2.077
H 2.204 -2.925 7.513
H 1.651 -3.509 5.982
H 0.157 -2.537 1.911
H 0.836 1.524 2.685
H -2.517 -0.930 -1.197
H 3.262 -1.063 -0.049